The molecule C8H7NO2, computed with ωB97M-V/def2-TZVPD.

ORCA input file:
```
! RIJCOSX wB97M-V def2-TZVPD def2/J DEFGRID3
* xyz 0 1
C 2.48060 -0.43228 0.31827
C 2.34708 0.96401 0.41312
C 1.43246 -1.24871 -0.02153
C 1.07872 1.48258 0.12199
C 0.12084 -0.72777 -0.28151
C 0.06246 0.68885 -0.29072
C -2.34028 1.09968 0.07783
C -0.91294 -1.57689 -0.67158
N -2.84197 -0.06501 0.13611
O -3.80407 -0.82493 0.42811
O -1.13164 1.28904 -0.62529
H 3.41794 -0.89131 0.62506
H 3.22720 1.46434 0.65264
H 1.55649 -2.21030 0.29065
H 0.83421 2.61197 0.21990
H -2.72043 2.07996 0.48947
H -1.66652 -1.11891 -1.50230
H -1.14012 -2.58431 -0.38021
*
```

DFT total energy = -13988.39588 eV
orbital gap (spin up / spin down) = 8.77 / 6.82 eV
largest force on an atom = 4.78 eV/Å
energy above the lowest of the compared OMol25 structures with the same formula, charge and spin = 623.5 kJ/mol
LUMO energy (spin up / spin down) = -0.50 / -0.70 eV